one:
DFT (wB97M-V/def2-TZVPD) results for C4H8S3 in the gas phase.

```
15
Properties=species:S:1:pos:R:3:lowdin_charge:R:1
C 2.76273 -0.89564 0.63175 -0.40
S 1.44411 -1.16233 -0.58942 0.82
C 0.02908 -0.67093 0.38028 -0.61
C -0.35871 0.80637 0.53179 -0.66
S 0.58821 2.19869 -0.11524 0.72
C -1.19300 -0.09554 -0.35320 -0.72
S -2.84694 -0.60338 -0.00535 0.76
H 2.80624 0.13661 0.96546 0.02
H 2.61822 -1.48172 1.55680 0.05
H 3.70737 -1.18099 0.18152 0.03
H -0.08671 -1.35874 1.21668 0.10
H -0.93801 1.16011 1.36434 0.08
H 1.31738 1.47216 -0.99276 -0.16
H -1.05701 0.05844 -1.41897 0.09
H -2.77413 -0.59900 1.34347 -0.12
```

Results
molecular weight = 152.31 Da
SMILES = CSC1[C@@H](S)[C@@H]1S
LUMO level = 0.7 eV
total charge = 0
HOMO level = -0.315 Eh
HOMO-LUMO gap = 9.30 eV

two:
DFT (wB97M-V/def2-TZVPD) results for C4H8S3 in the gas phase.

```
15
Properties=species:S:1:pos:R:3:lowdin_charge:R:1
C -0.87834 -0.74287 -1.75728 0.00
C -0.03494 -0.41842 -0.63211 -0.80
S 1.51711 -1.18938 -0.62062 0.77
C -0.22958 0.52567 0.48278 -1.09
C -0.09534 -0.16725 1.82570 -0.18
S 1.35108 1.71509 0.18456 0.60
S -1.60370 1.74289 0.36569 0.69
H -0.42296 -1.37751 -2.49859 0.02
H -1.90824 -0.46978 -1.65346 0.03
H 1.30510 -1.74050 -1.86131 -0.09
H 0.93670 -0.53028 2.00006 0.07
H -0.77873 -1.03002 2.01503 0.10
H -0.26157 0.45906 2.71280 0.08
H 2.50358 0.95234 0.39069 -0.15
H -1.40017 2.27096 -0.95394 -0.06
```

Results
molecular weight = 152.31 Da
SMILES = C=C(S)C(C)(S)S
LUMO level = 0.4 eV
total charge = 0
HOMO level = -0.309 Eh
HOMO-LUMO gap = 8.85 eV

Most stable to least stable, the ends of the list are one and two.

one:
DFT (wB97M-V/def2-TZVPD) results for C39H60CaN2O8P2Si2 as an isolated structure.

```
114
Properties=species:S:1:pos:R:3:lowdin_charge:R:1
Ca 0.57562 -0.34679 0.99848 1.34
O -0.37853 1.54695 1.49657 -0.26
C 0.17855 2.68515 1.61655 -0.40
C -0.43845 3.86572 1.08742 -0.04
C 0.10126 5.11822 1.22281 -0.12
C 1.30376 5.31302 1.91654 -0.14
C 1.92425 4.20877 2.45653 -0.08
C 1.41115 2.91245 2.32698 -0.15
C 2.15457 1.84130 2.94940 -0.12
N 1.86997 0.60292 2.91607 -0.02
C 2.70732 -0.32450 3.63306 -0.22
C 1.85242 -1.18686 4.57414 -0.24
N 0.78272 -1.76096 3.81642 0.04
C 0.79560 -3.00561 3.55689 -0.14
C -0.06683 -3.66874 2.60357 -0.16
C -0.00623 -5.06678 2.52107 -0.09
C -0.64037 -5.77405 1.52656 -0.15
C -1.34680 -5.05343 0.55042 -0.12
C -1.43124 -3.68744 0.59764 -0.04
C -0.81093 -2.90857 1.62887 -0.38
O -0.93008 -1.64098 1.67896 -0.25
H -1.38034 3.73592 0.56825 0.10
H -0.40737 5.97553 0.79294 0.09
H 1.72935 6.30299 2.02673 0.08
H 2.85088 4.33513 3.01117 0.09
H 3.04973 2.17355 3.50784 0.11
H 3.49191 0.18561 4.21911 0.10
H 3.17990 -0.99681 2.90905 0.10
H 1.43766 -0.53883 5.35386 0.11
H 2.50648 -1.94174 5.05319 0.10
H 1.55150 -3.65823 4.04011 0.11
H 0.58332 -5.59666 3.26604 0.09
H -0.57803 -6.85503 1.48378 0.07
H -1.82563 -5.59174 -0.26184 0.09
H -1.95988 -3.14548 -0.17478 0.08
C 4.85122 0.67434 -3.55280 -0.06
C 4.24936 1.33825 -2.30898 -0.48
C 4.74562 0.63391 -1.04643 -0.06
O 2.85529 1.43027 -2.46501 -0.27
P 1.60575 0.63661 -1.55780 0.54
O 2.01159 0.90814 -0.15499 -0.36
C 1.76366 -0.93939 -2.48062 -0.27
P 0.36552 -1.82029 -1.59465 0.89
O -0.04142 -0.43835 -0.94404 -0.65
O -0.77686 -1.53059 -2.98508 -0.36
C -1.11505 -2.39996 -4.00262 -0.58
C 0.09526 -2.86532 -4.82414 -0.08
C -2.12860 -1.68039 -4.89541 -0.07
O 1.85310 -1.94861 0.07923 -0.46
C 2.57893 -3.08362 0.37328 -0.58
C 4.08720 -2.78150 0.48231 -0.07
C 2.39070 -4.21685 -0.65168 -0.09
O 0.45991 1.58852 -2.15130 -0.19
C 0.43144 2.71781 -3.00845 -0.44
C 1.23070 3.90622 -2.47731 -0.03
C 0.80267 2.35834 -4.44387 -0.05
H 5.94143 0.75468 -3.53470 0.07
H 4.48082 1.16531 -4.45537 0.07
H 4.56814 -0.37945 -3.59059 0.07
H 4.63268 2.37329 -2.28325 0.13
H 4.35655 -0.38339 -1.00139 0.05
H 4.38656 1.15173 -0.16052 0.07
H 5.83876 0.61490 -1.04643 0.08
H 2.76131 -1.37143 -2.42989 0.04
H 1.51214 -0.72127 -3.51754 0.05
H -1.59613 -3.31621 -3.60314 0.13
H 0.58167 -2.01052 -5.30210 0.07
H -0.21286 -3.57015 -5.60233 0.06
H 0.81935 -3.35225 -4.16770 0.06
H -1.64493 -0.80885 -5.34344 0.07
H -2.95174 -1.32502 -4.27474 0.07
H -2.51757 -2.32509 -5.69056 0.06
H 2.27833 -3.50016 1.35031 0.11
H 4.49260 -2.53656 -0.50398 0.06
H 4.62238 -3.65186 0.87572 0.06
H 4.25273 -1.93027 1.14568 0.06
H 2.67112 -3.86133 -1.64836 0.06
H 1.34642 -4.52689 -0.67491 0.05
H 3.02051 -5.07241 -0.38869 0.06
H -0.62567 3.00529 -2.99875 0.13
H 2.29710 3.70790 -2.55858 0.07
H 0.98883 4.07300 -1.42629 0.07
H 0.98378 4.80464 -3.04994 0.07
H 1.84281 2.03950 -4.48337 0.06
H 0.65773 3.22760 -5.09022 0.07
H 0.17000 1.54119 -4.79752 0.07
C -2.65330 1.69797 -1.23235 -0.18
Si -3.37273 0.79109 0.26303 0.63
C -3.89914 -0.91263 -0.39133 -0.19
C -4.96928 1.66702 0.90597 -0.30
C -6.16107 2.11635 0.34772 -0.11
C -7.12852 2.70828 1.15358 -0.13
C -6.91147 2.84394 2.52105 -0.13
C -5.72676 2.38856 3.08969 -0.11
C -4.74949 1.80155 2.29278 -0.29
Si -2.98790 1.05664 2.57780 0.62
C -3.14937 -0.52042 3.62283 -0.20
C -2.09920 2.27395 3.73641 -0.19
H -3.41869 2.17516 -1.84887 0.02
H -2.08725 0.98499 -1.83835 0.02
H -1.93922 2.45806 -0.91442 0.00
H -4.66151 -0.82498 -1.16935 0.02
H -4.28884 -1.55351 0.40242 0.02
H -3.01622 -1.39101 -0.82272 0.00
H -6.34732 2.01246 -0.71825 0.09
H -8.05663 3.06752 0.72042 0.08
H -7.67135 3.30917 3.14114 0.08
H -5.56987 2.49870 4.15989 0.09
H -3.55523 -0.31001 4.61597 0.02
H -2.15463 -0.96277 3.72799 0.01
H -3.78773 -1.26057 3.13485 0.02
H -2.61717 2.32091 4.69776 0.02
H -2.05062 3.27924 3.31486 0.02
H -1.07756 1.92679 3.90201 0.02
```

Results
molecular weight = 843.11 Da
LUMO level = 4.5 eV
total charge = -2
HOMO level = -0.067 Eh
HOMO-LUMO gap = 6.29 eV

two:
DFT (wB97M-V/def2-TZVPD) results for C39H60CaN2O8P2Si2 as an isolated structure.

```
114
Properties=species:S:1:pos:R:3:lowdin_charge:R:1
Ca -0.66116 -0.19533 -0.83604 1.37
O -0.21307 -0.82761 1.39876 -0.20
C -0.88179 -1.62058 2.12827 -0.40
C -0.22042 -2.53820 3.01123 -0.04
C -0.89957 -3.40999 3.82332 -0.13
C -2.29982 -3.43994 3.84752 -0.14
C -2.97385 -2.55359 3.03471 -0.09
C -2.32405 -1.65222 2.18130 -0.14
C -3.18434 -0.77505 1.41359 -0.13
N -2.85009 0.04707 0.50530 -0.02
C -3.86885 0.83837 -0.13857 -0.23
C -3.47884 2.31570 -0.08416 -0.24
N -2.13947 2.46583 -0.59113 0.03
C -1.96132 3.20928 -1.60841 -0.15
C -0.71482 3.41326 -2.31665 -0.16
C -0.72262 4.31326 -3.38676 -0.09
C 0.38262 4.52048 -4.18576 -0.15
C 1.53245 3.76526 -3.92081 -0.13
C 1.57920 2.85922 -2.89054 -0.03
C 0.46821 2.64559 -2.01278 -0.39
O 0.51930 1.83703 -1.03490 -0.20
H 0.86295 -2.51602 3.00857 0.09
H -0.33485 -4.08602 4.45883 0.09
H -2.83562 -4.13055 4.48655 0.07
H -4.06113 -2.54797 3.04312 0.09
H -4.25159 -0.85757 1.69030 0.11
H -4.86307 0.68260 0.31289 0.10
H -3.91651 0.53971 -1.19248 0.11
H -3.49459 2.63485 0.96470 0.11
H -4.21774 2.91790 -0.64189 0.10
H -2.81919 3.75769 -2.04296 0.11
H -1.64519 4.85032 -3.59579 0.09
H 0.35185 5.21879 -5.01309 0.07
H 2.40651 3.88227 -4.55524 0.09
H 2.46732 2.26581 -2.71527 0.09
C -2.38985 -5.53023 -4.01579 -0.06
C -2.45971 -4.93051 -2.61442 -0.46
C -3.37007 -3.70974 -2.58404 -0.06
O -1.13230 -4.72458 -2.15492 -0.25
P -0.37469 -3.26022 -1.88075 0.52
O -1.34591 -2.49019 -1.06538 -0.35
C 0.03301 -2.86778 -3.60961 -0.30
P 1.10748 -1.35325 -3.42096 0.83
O 0.97385 -1.46631 -1.86164 -0.64
O 2.62263 -2.15910 -3.63018 -0.36
C 3.35440 -1.79668 -4.78011 -0.57
C 2.77666 -2.44376 -6.03215 -0.08
C 4.79778 -2.21857 -4.55157 -0.07
O -1.35928 -0.17519 -3.05961 -0.42
C -2.10846 0.54304 -3.94437 -0.64
C -3.34003 -0.24942 -4.42161 -0.09
C -1.28143 0.98803 -5.15892 -0.08
O 0.88356 -3.86415 -1.11033 -0.19
C 1.14792 -5.15944 -0.57179 -0.43
C 0.09028 -5.60127 0.42742 -0.04
C 1.43807 -6.18391 -1.65776 -0.05
H -3.37910 -5.85336 -4.35015 0.07
H -1.71549 -6.38829 -4.02669 0.07
H -2.01134 -4.78839 -4.72175 0.07
H -2.88618 -5.68510 -1.93857 0.13
H -2.97532 -2.89198 -3.18777 0.06
H -3.49060 -3.33098 -1.57241 0.07
H -4.34387 -3.99960 -2.99051 0.08
H -0.88000 -2.75590 -4.19271 0.04
H 0.61594 -3.71364 -3.98731 0.06
H 3.31442 -0.70411 -4.90049 0.12
H 2.80133 -3.53252 -5.93613 0.08
H 3.35758 -2.15336 -6.91321 0.07
H 1.74200 -2.13438 -6.18973 0.06
H 4.86234 -3.30463 -4.45303 0.07
H 5.17624 -1.76786 -3.63413 0.07
H 5.43232 -1.90631 -5.38656 0.07
H -2.50535 1.48137 -3.49209 0.10
H -3.01449 -1.11841 -5.00562 0.06
H -4.01374 0.35121 -5.04457 0.06
H -3.89284 -0.61901 -3.55366 0.05
H -0.87026 0.10781 -5.66403 0.06
H -0.44519 1.60509 -4.82512 0.05
H -1.88122 1.56063 -5.87808 0.06
H 2.07861 -4.98721 -0.02136 0.14
H -0.83385 -5.88550 -0.07347 0.07
H -0.12552 -4.78903 1.12307 0.07
H 0.46441 -6.45629 0.99805 0.08
H 0.54499 -6.39482 -2.24205 0.06
H 1.79163 -7.11158 -1.19929 0.07
H 2.21741 -5.80548 -2.32155 0.08
C 2.98594 -1.87289 0.71779 -0.18
Si 3.18563 -0.02592 0.99214 0.60
C 3.78443 0.72213 -0.62923 -0.20
C 4.39801 0.39602 2.42166 -0.29
C 5.70690 0.05646 2.76101 -0.11
C 6.28769 0.57694 3.91003 -0.12
C 5.56687 1.44533 4.72670 -0.13
C 4.26463 1.79589 4.39596 -0.11
C 3.66808 1.27885 3.24723 -0.29
Si 1.95484 1.40174 2.38550 0.59
C 1.65036 3.13494 1.71123 -0.20
C 0.59289 1.03292 3.62861 -0.20
H 3.95321 -2.35665 0.89438 0.02
H 2.66632 -2.05209 -0.31043 0.01
H 2.23924 -2.32204 1.37058 0.00
H 4.78906 0.34254 -0.84741 0.02
H 3.81461 1.81167 -0.61276 0.02
H 3.11199 0.39659 -1.42499 0.01
H 6.27785 -0.62195 2.13346 0.09
H 7.30383 0.30784 4.17899 0.08
H 6.02858 1.84319 5.62445 0.08
H 3.71378 2.47159 5.04438 0.09
H 1.58590 3.85322 2.53557 0.02
H 0.71930 3.14645 1.14087 0.02
H 2.44948 3.44700 1.03690 0.02
H 0.66130 1.79817 4.41153 0.02
H 0.70201 0.05252 4.09279 0.02
H -0.39235 1.08538 3.16676 0.02
```

Results
molecular weight = 843.11 Da
LUMO level = 4.4 eV
total charge = -2
HOMO level = -0.075 Eh
HOMO-LUMO gap = 6.43 eV

Most stable to least stable, the ends of the list are two and one.

one:
DFT (wB97M-V/def2-TZVPD) results for C15H22N4O4 in the gas phase.

```
45
Properties=species:S:1:pos:R:3:lowdin_charge:R:1
C 0.23333 -4.09430 -1.03354 -0.07
O 0.54725 -2.81399 -0.53174 -0.09
C -0.05796 -2.39146 0.61385 -0.20
C -0.99713 -3.12173 1.32820 0.00
C -1.55729 -2.59890 2.47931 0.01
C -1.17480 -1.33848 2.91179 -0.15
N -1.76401 -0.79787 4.10655 -0.37
O -1.44038 0.31866 4.44658 0.09
O -2.55717 -1.49709 4.70542 0.07
C -0.23341 -0.58651 2.21473 0.09
C 0.33313 -1.10645 1.06504 -0.13
N 1.28049 -0.43883 0.29860 0.15
C 1.83338 0.79831 0.50291 -0.48
O 1.59778 1.48890 1.46573 0.08
C 2.80449 1.18947 -0.59574 -0.07
C 2.20112 1.23064 -2.00985 -0.20
N 1.51978 2.48519 -2.25409 -0.17
C 0.25498 2.65373 -1.56193 -0.15
C -0.88648 1.84291 -2.18427 -0.18
N -1.03995 2.21308 -3.57945 -0.23
C -2.16310 1.54817 -4.19828 -0.11
C 0.19642 1.98428 -4.30352 -0.19
C 1.32547 2.79544 -3.65719 -0.17
H 0.84063 -4.21451 -1.92921 0.10
H -0.82462 -4.17012 -1.29984 0.10
H 0.48918 -4.87740 -0.31471 0.10
H -1.30053 -4.10089 0.99612 0.11
H -2.28758 -3.15642 3.04390 0.12
H 0.05283 0.38979 2.57339 0.12
H 1.58502 -0.96394 -0.51018 0.13
H 3.19873 2.17724 -0.35768 0.13
H 3.62750 0.47110 -0.58269 0.12
H 3.02494 1.17454 -2.72725 0.12
H 1.56225 0.34579 -2.17344 0.10
H -0.00297 3.71401 -1.62657 0.13
H 0.37257 2.39517 -0.51140 0.11
H -0.69367 0.75751 -2.07094 0.12
H -1.81718 2.07069 -1.66019 0.12
H -2.05436 0.45043 -4.21660 0.09
H -3.06994 1.79714 -3.64908 0.08
H -2.26642 1.90281 -5.22290 0.08
H 0.46577 0.90996 -4.32175 0.12
H 0.05834 2.31323 -5.33628 0.12
H 1.06672 3.85578 -3.71860 0.12
H 2.26062 2.63320 -4.19758 0.12
```

Results
molecular weight = 322.36 Da
SMILES = COc1ccc([N+](=O)[O-])cc1NC(=O)CCN1CCN(C)CC1
LUMO level = -0.2 eV
total charge = 0
HOMO level = -0.307 Eh
HOMO-LUMO gap = 8.15 eV

two:
DFT (wB97M-V/def2-TZVPD) results for C15H22N4O4 in the gas phase.

```
45
Properties=species:S:1:pos:R:3:lowdin_charge:R:1
C -3.81215 -2.80258 0.97183 -0.10
C -2.33199 -2.96829 1.29527 -0.25
C -1.51239 -3.47957 0.10937 -0.17
C -1.35130 -2.45007 -1.01381 -0.11
N -0.63341 -1.27623 -0.57774 0.05
C 0.66758 -1.15459 -0.24760 -0.24
C 1.69137 -2.22708 -0.37189 -0.08
C 3.04301 -1.69966 -0.88702 -0.08
C 3.96231 -1.15527 0.21171 -0.56
O 5.05045 -1.62148 0.40953 0.10
O 3.49506 -0.13357 0.91017 0.09
N 0.96242 0.07064 0.16884 0.18
C -0.18876 0.77334 0.11062 -0.19
C -1.21045 -0.04283 -0.35447 -0.05
C -2.53685 0.45601 -0.56594 -0.39
O -3.50422 -0.13059 -1.00706 0.07
N -2.60399 1.79443 -0.19355 0.22
C -1.61956 2.63890 0.29594 -0.46
O -1.85904 3.78896 0.57394 0.10
N -0.36850 2.07739 0.44554 0.06
C 0.72530 2.90185 0.93395 -0.13
C 1.38500 3.70724 -0.18606 -0.21
C 2.12676 2.82894 -1.18545 -0.10
H -3.97332 -2.03371 0.22161 0.05
H -4.22666 -3.73861 0.60416 0.08
H -4.35813 -2.51654 1.86741 0.07
H -1.92248 -2.01609 1.64174 0.10
H -2.22546 -3.68395 2.11367 0.11
H -2.00146 -4.35873 -0.31311 0.12
H -0.52447 -3.78359 0.46198 0.10
H -0.81640 -2.90209 -1.85523 0.13
H -2.32971 -2.11394 -1.35965 0.12
H 1.32095 -2.98816 -1.06074 0.12
H 1.84126 -2.70637 0.60090 0.14
H 3.58434 -2.51217 -1.37219 0.12
H 2.87773 -0.90680 -1.62028 0.13
H 2.55497 0.09417 0.65856 0.04
H -3.51090 2.23565 -0.30280 0.17
H 1.45030 2.23974 1.40936 0.12
H 0.30126 3.58676 1.67194 0.13
H 2.08629 4.40408 0.27451 0.11
H 0.61650 4.29206 -0.69463 0.11
H 2.59002 3.44443 -1.95250 0.07
H 2.90546 2.25878 -0.68421 0.07
H 1.44657 2.13478 -1.67430 0.07
```

Results
molecular weight = 322.36 Da
SMILES = CCCCn1c(CCC(=O)O)nc2c1c(=O)[nH]c(=O)n2CCC
LUMO level = 0.3 eV
total charge = 0
HOMO level = -0.326 Eh
HOMO-LUMO gap = 9.20 eV

Most stable to least stable, the ends of the list are two and one.